(1)
The following is a quantum chemistry calculation of one molecule with the formula C6H10O, from the Open Molecules 2025 dataset.

```
17
Properties=species:S:1:pos:R:3:forces:R:3
C 0.669108 0.432475 0.789613 0.0 0.1 0.0
C 2.157245 0.138209 0.679470 0.1 0.0 0.0
O 0.151835 0.008198 -2.039425 -0.5 0.1 -0.1
C -0.991359 0.415118 -1.957638 0.3 -0.1 -0.1
C -1.933579 0.131895 -0.855370 0.0 -0.1 0.1
C -1.598798 -0.483870 0.289624 0.0 0.1 -0.1
C -0.193279 -0.841215 0.677967 0.0 0.0 0.0
H 0.437676 0.944230 1.731554 0.1 -0.1 -0.1
H 2.519139 -0.426343 1.544980 0.0 0.0 -0.1
H 2.732399 1.066969 0.608447 0.0 -0.1 0.1
H 2.355678 -0.447080 -0.225689 0.0 0.1 0.1
H 0.388810 1.121902 -0.009220 0.1 -0.1 0.2
H -1.399425 1.054607 -2.765772 0.0 -0.1 0.0
H -2.958912 0.455592 -1.017430 0.1 -0.1 0.0
H -2.391502 -0.683704 1.011013 0.1 0.1 -0.1
H 0.238229 -1.495334 -0.088199 0.0 0.1 0.1
H -0.183267 -1.391649 1.626075 0.0 0.1 -0.1
```
Forces are in eV/Å.

Output
Calculated total energy: -8430.663 eV
HOMO: -0.3599 Eh
ΔE to the lowest compared entry with this formula, charge and spin: 13.30 kcal per mole
Net charge: 0
SMILES: CCC/C=C\C=O

Results of the natural (NBO) charge analysis, in e, for atoms 1 through 8:
1 C -0.376
2 C -0.606
3 O -0.538
4 C 0.387
5 C -0.366
6 C -0.035
7 C -0.471
8 H 0.194


(2)
The following is a quantum chemistry calculation of a 2-piece molecular cluster, C16H16N2O overall, from the Open Molecules 2025 dataset.

```
35
Properties=species:S:1:pos:R:3:forces:R:3
C 3.238062 0.699609 -1.621324 0.2 -0.1 0.1
O 1.826253 1.015859 -1.597654 -0.7 -0.5 -0.1
C 0.952825 0.058852 -1.571037 1.1 -0.5 0.3
C -0.433894 0.360548 -1.761643 -0.9 0.5 0.1
C -1.357256 -0.710057 -1.814542 0.5 0.4 0.0
C -2.709857 -0.448711 -1.948407 0.0 -0.1 -0.1
C -3.185198 0.865880 -2.048101 0.4 -0.2 0.1
C -4.660636 1.105696 -2.140809 -0.2 0.1 0.0
C -2.263592 1.924395 -2.058096 0.0 0.1 -0.1
C -0.905132 1.694822 -1.923693 0.3 -0.8 0.2
H 3.717350 1.676402 -1.682508 0.1 -0.3 0.0
H 3.532079 0.172355 -0.707511 -0.3 0.1 -0.1
H 3.471944 0.090413 -2.503650 -0.1 0.2 0.2
H 1.293604 -0.980923 -1.561907 -0.1 0.5 -0.4
H -0.958483 -1.721324 -1.753152 -0.3 0.1 0.1
H -3.435623 -1.262788 -1.986009 0.3 0.1 0.1
H -4.880046 2.175264 -2.173260 0.0 -0.1 0.0
H -5.085130 0.634217 -3.035505 0.1 0.1 0.1
H -5.177752 0.672058 -1.276213 0.1 0.1 -0.1
H -2.636111 2.943046 -2.181707 0.1 -0.3 0.1
H -0.173743 2.502422 -1.954804 -0.3 -0.1 0.1
C 1.133876 -0.601343 4.687277 0.2 -0.5 -0.2
C 1.691100 -1.751198 4.113895 -0.1 0.1 0.1
C 1.809951 -1.817309 2.724725 -0.5 1.3 -1.7
C 1.349667 -0.704773 1.892005 0.5 -1.3 1.1
C 0.820008 0.441880 2.488252 0.0 -0.1 0.2
C 0.709455 0.476916 3.888985 0.0 0.1 -0.7
N 1.565118 -1.061417 0.584595 0.0 0.3 -0.7
C 2.138554 -2.297533 0.626037 -0.5 0.5 2.7
N 2.300509 -2.790082 1.889176 0.1 -0.1 -1.4
H 1.027162 -0.533181 5.772729 0.0 0.0 -0.3
H 2.038718 -2.607507 4.692666 -0.1 0.3 0.1
H 0.518430 1.259776 1.832284 -0.1 0.0 0.4
H 0.287652 1.359249 4.374325 0.1 -0.2 -0.2
H 2.440127 -2.841524 -0.265409 -0.1 0.0 0.2
```
Forces are in eV/Å.

Output
Calculated total energy: -21876.971 eV
HOMO: -0.2534 Eh
ΔE to the lowest compared entry with this formula, charge and spin: 46.64 kcal per mole
Net charge: 0

Results of the natural (NBO) charge analysis, in e, for atoms 1 through 8:
1 C -0.266
2 O -0.438
3 C 0.489
4 C -0.239
5 C -0.038
6 C -0.250
7 C 0.064
8 C -0.643


(3)
The following is a quantum chemistry calculation of one molecule with the formula C2H5N3S3, from the Open Molecules 2025 dataset.

```
13
Properties=species:S:1:pos:R:3:forces:R:3
C -0.845079 -1.491587 0.635868 -1.0 1.3 -0.6
C -0.717918 1.105152 -0.232177 2.2 2.5 0.7
H 1.669481 -0.527507 -0.467476 0.3 0.6 0.3
H 1.712020 -1.299737 1.146982 0.5 0.5 -3.1
H -0.106198 -2.858814 -0.290483 2.5 2.3 0.0
H -0.816939 0.750476 -1.193609 -0.7 -1.0 -2.2
H 0.536250 4.229190 -0.241310 0.1 0.4 -0.3
N 1.593953 -1.386397 0.049036 -0.6 -0.6 3.6
N 0.263887 -1.805009 -0.039061 -1.8 -3.8 -1.3
N -0.199281 2.239048 0.061452 -0.5 0.4 -1.0
S -2.042809 -2.647563 0.590880 -0.1 0.7 0.8
S -1.053138 0.248365 1.157355 -0.9 -2.6 2.3
S 0.005769 3.444384 -1.177457 0.0 -0.8 0.9
```
Forces are in eV/Å.

Output
Calculated total energy: -39127.591 eV
HOMO: -0.3190 Eh
ΔE to the lowest compared entry with this formula, charge and spin: 82.32 kcal per mole
Net charge: 0
SMILES: NNC(=S)S/C=N/S

Results of the natural (NBO) charge analysis, in e, for atoms 1 through 8:
1 C -0.084
2 C -0.152
3 H 0.369
4 H 0.368
5 H 0.405
6 H 0.190
7 H 0.129
8 N -0.624


(4)
The following is a quantum chemistry calculation of a 3-piece molecular cluster, C29H58N2O11P2S2 overall, from the Open Molecules 2025 dataset.

```
104
Properties=species:S:1:pos:R:3:forces:R:3
C 5.966835 2.319275 2.103344 -0.2 -0.2 0.2
C 4.337208 2.620970 1.890565 1.1 -0.2 0.3
C 3.987450 2.995567 0.299154 0.0 -1.3 1.0
C 2.942962 1.864420 -0.264317 0.5 -0.3 0.0
C 2.076711 2.314070 -1.584082 -0.5 -0.1 0.5
C 0.552673 1.623164 -1.617615 1.6 2.7 -0.2
O 0.681934 0.317499 -1.007296 -1.6 -0.1 -1.8
C -0.516971 -0.533094 -1.055442 -0.4 1.7 3.3
C -1.507913 0.209033 0.083323 -1.0 0.9 -0.6
C -2.926006 -0.563513 0.348132 -0.6 0.4 1.5
C -2.936826 -1.025477 1.953602 0.6 1.0 -0.2
C -3.404496 0.288992 2.862834 -1.2 -0.3 -0.3
O -2.255968 0.824177 3.656659 -2.4 -1.6 3.5
C -2.449184 0.527017 5.092194 7.0 -2.1 1.8
O -1.333771 0.152086 5.775863 -7.4 2.7 -4.3
N -1.355408 -0.446012 -2.294627 4.1 -2.6 -6.6
C -0.768169 -0.842002 -3.447084 2.0 -2.2 -1.6
O -0.169068 -1.337654 -4.559175 -5.2 4.3 8.6
C -0.016205 -2.022445 -0.603614 0.7 -0.4 0.8
N -1.062847 -3.061926 -0.372309 0.8 1.2 -1.5
C -1.810994 -3.565510 -1.543874 -1.8 -2.5 -0.3
C -1.952386 -5.222443 -1.345571 -0.9 0.4 -0.5
C -0.702175 -6.056071 -2.001637 -0.3 0.8 0.1
O 0.347699 -6.332718 -1.009917 -1.7 -1.0 -0.2
C -0.077540 -7.329144 -0.014494 1.1 -0.3 0.6
P 0.801232 -1.791699 1.152270 -1.4 2.9 3.0
O 0.681209 -3.228589 2.110818 0.5 0.5 -0.8
O 2.377022 -1.107515 1.069115 -1.0 -1.6 -1.6
P 1.305851 -2.887655 -1.668129 0.8 -1.0 -1.0
C 2.458519 -3.933215 -0.485520 0.9 -0.6 -0.6
C 2.551982 -1.700143 -2.507255 1.1 0.7 -1.3
C 3.216482 -2.489334 -3.823420 0.3 0.7 -0.2
H 6.604601 3.267419 1.845158 -1.2 -1.8 0.4
H 6.208752 2.020167 3.230625 -0.6 0.7 -2.4
H 6.327657 1.409746 1.426270 -0.8 2.0 1.3
H 3.794287 1.647118 2.257762 0.8 1.9 -0.9
H 4.052600 3.487977 2.627120 0.4 -1.6 -1.5
H 3.499450 4.056684 0.226790 1.2 -2.0 0.0
H 4.989435 2.868450 -0.292225 -2.1 0.8 1.1
H 3.612831 0.939626 -0.610563 -1.5 1.8 1.0
H 2.267883 1.543527 0.665999 1.2 0.6 -2.4
H 1.960883 3.491880 -1.520875 0.1 -2.4 -0.4
H 2.631220 2.022363 -2.576591 -1.0 0.6 2.1
H 0.228346 1.657544 -2.740625 0.4 -0.6 2.1
H -0.133651 2.399971 -1.047453 1.1 -2.0 -0.8
H -0.910833 0.493844 1.068115 -1.3 -1.1 -2.1
H -1.856903 1.270149 -0.346898 1.1 -2.4 0.5
H -3.838252 0.202462 0.262103 2.1 -1.6 0.0
H -3.175692 -1.434495 -0.386897 0.8 1.6 1.4
H -3.618874 -1.956449 2.145877 1.2 1.8 -0.3
H -1.804436 -1.226850 2.274070 -2.5 0.2 -0.6
H -4.305906 0.004700 3.586168 2.3 0.5 -1.7
H -3.782610 1.189732 2.208536 0.9 -1.9 1.1
H -3.486169 0.544592 5.657825 1.9 0.1 -1.8
H -1.582772 -2.989251 0.517658 0.4 0.1 -1.0
H -1.346961 -3.425230 -2.602593 -0.4 0.2 2.3
H -2.943922 -3.198719 -1.636860 2.3 -0.3 0.4
H -2.132753 -5.444575 -0.191549 0.6 0.4 -2.5
H -2.953214 -5.517242 -1.901984 2.0 0.4 1.0
H -1.045388 -7.073644 -2.470943 0.5 1.9 0.8
H -0.230697 -5.341742 -2.834200 -0.8 -1.8 1.9
H -0.782234 -8.146856 -0.466224 1.1 1.7 0.8
H -0.519545 -6.788591 0.935988 0.6 -1.2 -2.0
H 0.916276 -7.889601 0.335126 -2.2 1.3 -0.8
H 0.267588 -2.958318 2.982644 0.8 0.0 -1.7
H 2.688628 -0.883273 0.146090 -0.5 -0.5 1.1
H 3.013529 -4.681866 -1.232663 -1.3 1.6 1.5
H 3.303744 -3.292726 0.003550 -1.7 -1.2 -0.6
H 1.853741 -4.613556 0.247085 1.1 1.6 -1.3
H 3.480132 -1.413248 -1.831410 -2.0 -0.2 -1.3
H 2.020772 -0.741914 -2.980127 1.2 -2.1 1.5
H 2.396215 -3.084003 -4.423838 1.7 1.0 1.4
H 3.673693 -1.683090 -4.575037 -1.0 -1.6 1.7
H 4.125640 -3.142337 -3.471093 -2.0 0.9 -0.8
C -8.936746 0.844479 5.136377 -0.2 -0.2 0.2
C -8.627316 2.118376 5.921258 -0.3 0.2 0.1
C -7.107890 2.228219 6.036791 -0.1 0.3 0.6
S -6.436354 1.390764 4.608726 -0.3 0.7 -0.4
O -5.710619 0.221808 5.059265 -0.1 0.2 0.0
O -5.851902 2.369056 3.713286 0.1 -0.6 0.4
C -7.999833 0.860712 3.937761 -0.4 -0.3 -0.2
H -9.985027 0.802896 4.826528 0.2 0.0 0.0
H -8.732534 -0.033375 5.760964 0.0 0.1 -0.1
H -9.019612 2.986228 5.377315 0.1 -0.1 0.1
H -9.098771 2.109733 6.908958 0.1 0.0 -0.2
H -6.778609 3.270374 6.034888 0.2 -0.3 -0.1
H -6.736941 1.721861 6.932150 0.0 0.0 -0.2
H -7.891262 -0.116432 3.464067 0.2 0.1 0.0
H -8.316742 1.604142 3.200248 0.2 -0.1 0.1
C 4.307584 5.651157 -4.998881 -0.1 0.3 0.0
C 5.793583 5.390492 -5.240668 0.1 0.2 -0.3
C 6.268162 4.412154 -4.167496 0.7 0.3 -0.1
S 4.840015 3.441394 -3.709592 0.0 -0.3 -0.1
O 4.503072 3.738607 -2.333267 0.4 -0.1 -0.8
O 5.011222 2.085014 -4.190607 -0.1 0.3 0.5
C 3.681050 4.283890 -4.769127 -0.4 0.3 -0.3
H 3.843473 6.169141 -5.843228 0.0 -0.1 0.1
H 4.182282 6.276499 -4.106869 0.0 -0.1 -0.1
H 5.928688 4.943485 -6.233073 0.0 0.1 0.1
H 6.376176 6.316707 -5.215988 -0.1 -0.2 0.0
H 7.051589 3.750066 -4.544855 -0.2 0.0 0.2
H 6.621409 4.936898 -3.275571 -0.1 -0.2 -0.1
H 2.703109 4.334900 -4.287451 0.1 -0.2 0.1
H 3.611804 3.720267 -5.704317 0.0 0.0 0.2
```
Forces are in eV/Å.

Output
Calculated total energy: -96749.762 eV
HOMO: -0.2468 Eh
Net charge: 0
SMILES: CCCCCCO[C@@](CCCCOC=O)(N=C=O)[C@](NCCCOC)(P(O)O)P(C)CC.O=S1(=O)CCCC1.O=S1(=O)CCCC1

Results of the Mulliken charge analysis, in e, for atoms 1 through 8:
1 C -0.980
2 C -0.433
3 C -0.248
4 C 0.184
5 C 0.002
6 C -0.600
7 O 0.370
8 C 0.003


(5)
The following is a quantum chemistry calculation of one molecule with the formula C5H7N3, from the Open Molecules 2025 dataset.

```
15
Properties=species:S:1:pos:R:3:forces:R:3
C -2.338553 -0.245975 0.655829 -1.4 1.5 1.0
C -1.019297 -0.158807 -0.032399 0.1 -1.6 2.0
C 1.699600 0.901529 -0.519170 1.6 1.1 1.9
C 1.912465 -0.293305 0.100362 1.3 -0.4 -0.8
C 0.969342 -1.425855 0.035334 -2.3 1.1 0.8
H -2.243993 -0.385629 1.808029 0.0 0.1 -2.1
H -2.932054 0.737342 0.453876 0.9 -1.9 0.4
H -2.820444 -1.120781 0.200740 -0.3 0.2 0.5
H 0.456903 2.331747 -1.332103 0.5 -2.9 0.5
H 2.422516 1.802514 -0.391471 -0.8 -2.0 -0.5
H 2.970341 -0.571803 0.416166 -1.6 0.7 -0.2
H 1.432303 -2.400648 0.145390 -0.2 -0.2 -0.1
N -0.699262 0.955669 -0.464284 0.7 2.7 -1.4
N 0.548101 1.264218 -1.130225 -1.9 2.3 -0.7
N -0.357968 -1.390217 0.053925 3.3 -0.8 -1.2
```
Forces are in eV/Å.

Output
Calculated total energy: -9765.862 eV
HOMO: -0.3012 Eh
ΔE to the lowest compared entry with this formula, charge and spin: 81.31 kcal per mole
Net charge: 0
SMILES: CC1=NNC=CC=N1

Results of the natural (NBO) charge analysis, in e, for atoms 1 through 8:
1 C -0.635
2 C 0.373
3 C 0.098
4 C -0.436
5 C 0.169
6 H 0.230
7 H 0.229
8 H 0.231


(6)
The following is a quantum chemistry calculation of C4H10N2O as an isolated structure, from the Open Molecules 2025 dataset.

```
17
Properties=species:S:1:pos:R:3:forces:R:3
C -0.275872 -0.302771 0.516320 0.4 1.6 -1.8
C 0.721810 -1.409438 0.592670 -0.1 0.0 -0.1
C -0.927619 -0.038568 -0.752782 -3.5 -4.1 -0.1
C 0.339202 1.319922 -0.362148 1.7 0.3 2.4
N -0.985157 -0.031432 1.645810 -0.2 0.0 0.4
N 1.435115 1.232660 -1.167493 -0.1 0.0 -0.2
O -0.013238 2.339913 0.186284 -0.2 -0.2 -0.6
H -0.484163 -0.033588 2.522253 0.0 0.1 -0.1
H -1.696311 0.682811 1.585478 0.1 -0.1 0.0
H 1.894509 2.094652 -1.422296 -0.1 0.0 -0.1
H 1.575769 0.437117 -1.764928 0.0 0.0 0.1
H 1.414977 -1.397044 -0.246459 0.0 0.1 0.0
H 1.289809 -1.391510 1.523307 0.0 0.0 0.0
H 0.151675 -2.347326 0.530603 0.1 0.1 0.1
H -1.811898 0.582098 -0.776097 0.5 0.6 -0.2
H -0.537919 -0.523048 -1.636943 0.3 0.7 -0.1
H -2.090688 -1.214450 -0.973579 1.1 0.9 0.4
```
Forces are in eV/Å.

Output
Calculated total energy: -9333.943 eV
HOMO: -0.2549 Eh
ΔE to the lowest compared entry with this formula, charge and spin: 116.32 kcal per mole
Net charge: 0

Results of the natural (NBO) charge analysis, in e, for atoms 1 through 8:
1 C 0.187
2 C -0.632
3 C -0.581
4 C 0.638
5 N -0.773
6 N -0.842
7 O -0.618
8 H 0.384